(1)
Below is a molecular structure, C47H44BrFMnN6O2Si, with properties calculated with wB97M-V/def2-TZVPD.

Properties
Frontier orbital gap (alpha / beta)   5.575 / 5.412 eV
Spin multiplicity   2
E   -6410.954372 Eh
Total charge   -2

Atoms and positions in Å:
Mn1 0.175 -0.041 0.135
N1 -7.519 1.759 6.874
C1 -6.666 1.488 6.152
C2 -5.592 1.140 5.249
C3 -5.363 1.894 4.103
C4 -4.334 1.550 3.245
C5 -3.511 0.457 3.509
C6 -3.753 -0.292 4.659
C7 -4.783 0.042 5.522
C8 -2.418 0.104 2.558
C9 -1.143 -0.133 3.068
C10 -0.694 -0.037 4.425
C11 0.589 -0.529 4.435
C12 0.882 -0.880 3.083
N2 -0.120 -0.622 2.276
C13 -2.793 -0.075 1.227
C14 -4.130 -0.268 0.736
C15 -4.007 -0.685 -0.564
C16 -2.605 -0.725 -0.838
N3 -1.897 -0.367 0.213
H1 -5.987 2.754 3.894
H2 -4.137 2.151 2.366
H3 -3.147 -1.167 4.850
H4 -4.970 -0.552 6.408
H5 -1.241 0.365 5.264
H6 1.250 -0.623 5.284
H7 1.803 -1.290 2.689
H8 -5.047 -0.159 1.294
H9 -4.802 -0.934 -1.250
H10 -2.107 -1.043 -1.748
C17 -0.581 4.589 -1.293
Si1 -1.271 2.895 -0.769
C18 -3.017 3.156 -0.086
C19 -1.483 2.103 -2.437
N4 -0.233 2.082 0.350
C20 0.235 2.821 1.403
C21 -0.300 4.063 1.852
C22 0.240 4.812 2.890
C23 1.355 4.379 3.587
C24 1.893 3.145 3.226
C25 1.333 2.419 2.204
F1 1.916 1.226 1.929
H11 -1.345 5.125 -1.870
H12 0.275 4.427 -1.957
H13 -0.252 5.238 -0.482
H14 -3.589 3.837 -0.726
H15 -3.017 3.557 0.931
H16 -3.538 2.192 -0.065
H17 -2.192 2.715 -3.010
H18 -1.855 1.085 -2.408
H19 -0.533 2.083 -2.967
H20 -1.189 4.442 1.374
H21 -0.234 5.752 3.156
H22 1.786 4.964 4.389
H23 2.759 2.727 3.727
C26 3.017 2.858 -3.004
C27 2.549 2.210 -1.700
C28 3.668 1.914 -0.726
C29 4.656 2.859 -0.482
C30 5.668 2.631 0.439
C31 5.676 1.439 1.140
C32 4.704 0.463 0.928
C33 4.760 -0.758 1.823
C34 5.866 -1.746 1.443
C35 3.698 0.693 -0.030
N5 2.628 -0.203 -0.218
C36 2.874 -1.449 -0.409
C37 1.855 -2.432 -0.320
C38 1.926 -3.828 -0.427
C39 0.624 -4.285 -0.198
C40 -0.156 -3.136 0.039
N6 0.586 -2.029 -0.034
H24 2.173 2.985 -3.686
H25 3.764 2.234 -3.504
H26 3.458 3.844 -2.842
H27 1.998 1.296 -1.918
H28 1.835 2.873 -1.201
H29 4.618 3.807 -1.005
H30 6.427 3.384 0.622
H31 6.434 1.262 1.898
H32 3.799 -1.269 1.831
H33 4.940 -0.413 2.845
H34 5.731 -2.116 0.426
H35 5.876 -2.606 2.118
H36 6.846 -1.263 1.488
H37 3.888 -1.792 -0.643
H38 2.810 -4.412 -0.641
H39 0.278 -5.308 -0.188
H40 -1.212 -3.078 0.262
Br1 0.637 1.330 -5.352
C41 1.887 -0.011 -4.835
C42 3.123 -0.016 -5.465
C43 4.022 -1.034 -5.185
C44 3.652 -2.054 -4.317
C45 2.414 -2.026 -3.695
C46 1.522 -0.974 -3.903
C47 0.251 -0.893 -3.068
O1 -0.727 -1.549 -3.446
O2 0.356 -0.136 -2.076
H41 3.372 0.770 -6.165
H42 4.999 -1.033 -5.652
H43 4.335 -2.871 -4.116
H44 2.120 -2.820 -3.016

Löwdin atomic charge list, values in e, 6 entries: number 1, Mn, carries 0.68; number 2, N, carries 0.12; number 3, C, carries -0.20; number 4, C, carries -0.25; number 5, C, carries -0.02; number 6, C, carries 0.00

(2)
Below is C6H6O in the gas phase, with properties calculated with wB97M-V/def2-TZVPD.

Properties
Frontier orbital gap   9.996 eV
Relative energy (zero: lowest compared OMol25 entry of this formula, charge and spin)   5.5147 eV
E   -307.260769 Eh

Atoms and positions in Å:
O1 1.950 1.536 -0.470
C1 0.809 0.841 -0.878
C2 0.618 -0.595 -0.336
C3 -0.742 -0.329 0.331
C4 -1.561 -1.191 0.914
C5 -0.469 1.223 -0.213
C6 -1.504 1.362 0.508
H1 1.934 1.596 0.495
H2 0.770 0.920 -1.965
H3 1.398 -0.847 0.391
H4 0.574 -1.378 -1.097
H5 -1.278 -2.242 0.952
H6 -2.499 -0.894 1.368

Löwdin atomic charge list, values in e, 6 entries: number 1, O, carries 0.00; number 2, C, carries -0.35; number 3, C, carries -0.06; number 4, C, carries -0.29; number 5, C, carries 0.02; number 6, C, carries -0.14

(3)
Below is C2H2F2S2 in the gas phase, with properties calculated with wB97M-V/def2-TZVPD.

Properties
Frontier orbital gap (alpha / beta)   6.810 / 6.045 eV
Spin multiplicity   3
Relative energy (zero: lowest compared OMol25 entry of this formula, charge and spin)   3.0196 eV
E   -1073.254242 Eh

Atoms and positions in Å:
C1 0.495 0.385 0.709
C2 -0.246 -0.672 0.597
F1 1.223 0.659 1.841
F2 -1.392 -0.824 -2.102
S1 0.867 1.630 -0.570
S2 -1.449 -1.218 -0.349
H1 1.128 2.237 0.527
H2 -0.625 -2.197 -0.653

Löwdin atomic charge list, values in e, 6 entries: number 1, C, carries -0.66; number 2, C, carries -0.44; number 3, F, carries -0.02; number 4, F, carries -0.56; number 5, S, carries 0.92; number 6, S, carries 0.94

(4)
Below is C4H10N2O in the gas phase, with properties calculated with wB97M-V/def2-TZVPD.

Properties
Frontier orbital gap   10.625 eV
Relative energy (zero: lowest compared OMol25 entry of this formula, charge and spin)   1.8789 eV
SMILES   CC[C@H](N)C(N)=O
E   -343.132414 Eh

Atoms and positions in Å:
C1 1.430 -1.618 -0.329
C2 0.432 -0.478 -0.741
C3 -0.311 -0.029 0.561
N1 -1.461 -0.943 0.828
C4 -0.804 1.388 0.311
N2 0.001 2.401 -0.322
O1 -1.864 1.673 0.883
H1 1.865 -2.062 -1.229
H2 2.224 -1.324 0.297
H3 0.964 -2.448 0.246
H4 -0.307 -0.650 -1.427
H5 1.140 0.257 -1.046
H6 0.349 -0.214 1.412
H7 -2.022 -0.413 1.590
H8 -2.048 -0.800 -0.015
H9 0.570 1.981 -1.056
H10 -0.156 3.278 0.037

Löwdin atomic charge list, values in e, 6 entries: number 1, C, carries -0.09; number 2, C, carries -0.18; number 3, C, carries -0.34; number 4, N, carries 0.02; number 5, C, carries -0.43; number 6, N, carries 0.16